1.
ORCA calculation (the ωB97M-V functional and the def2-TZVPD basis) on a cluster of 14 separate species, C84H188N8O20 in total.

Each line ends with the Löwdin charge.
Atoms and positions in Å:
C (-9.143, -1.043, -2.873)  -0.06
C (-7.654, -0.716, -2.547)  -0.45
C (-7.431, 0.751, -2.230)  -0.13
C (-6.096, 0.957, -1.511)  -0.15
C (-6.115, 0.074, -0.199)  -0.11
C (-6.312, -1.435, -0.506)  -0.52
N (-7.444, -1.670, -1.362)  -0.12
O (-7.993, -2.998, -1.417)  -0.01
C (-5.096, -2.049, -1.085)  -0.04
C (-6.647, -2.096, 0.933)  -0.01
C (-6.903, -1.180, -3.788)  -0.04
H (-9.428, -2.066, -3.115)  0.08
H (-9.466, -0.545, -3.788)  0.08
H (-9.823, -0.745, -2.076)  0.08
H (-7.403, 1.399, -3.107)  0.11
H (-8.295, 1.084, -1.656)  0.12
H (-5.910, 1.986, -1.204)  0.09
H (-5.250, 0.578, -2.085)  0.09
H (-6.917, 0.432, 0.446)  0.12
H (-5.170, 0.136, 0.340)  0.10
H (-4.861, -1.542, -2.021)  0.06
H (-4.196, -1.904, -0.487)  0.07
H (-5.178, -3.092, -1.388)  0.10
H (-7.655, -1.860, 1.274)  0.07
H (-6.627, -3.179, 0.811)  0.07
H (-6.020, -1.606, 1.678)  0.06
H (-7.005, -2.246, -3.990)  0.09
H (-5.828, -1.004, -3.760)  0.06
H (-7.258, -0.699, -4.699)  0.08
H (-8.844, -2.784, -1.030)  0.09
C (-6.346, 0.630, 6.285)  -0.05
C (-5.456, 1.229, 5.253)  -0.49
C (-5.000, 2.605, 5.848)  -0.13
C (-3.791, 3.201, 5.155)  -0.18
C (-2.695, 2.148, 5.003)  -0.15
C (-3.031, 0.815, 4.348)  -0.47
N (-4.266, 0.342, 5.039)  -0.13
O (-4.604, -0.893, 4.640)  -0.01
C (-3.102, 1.052, 2.831)  -0.02
C (-1.786, -0.059, 4.639)  -0.02
C (-6.208, 1.500, 3.938)  -0.03
H (-6.941, -0.216, 5.941)  0.09
H (-7.007, 1.398, 6.686)  0.09
H (-5.669, 0.436, 7.117)  0.09
H (-5.750, 3.364, 5.625)  0.12
H (-4.918, 2.460, 6.926)  0.12
H (-3.327, 3.995, 5.739)  0.11
H (-4.106, 3.664, 4.220)  0.08
H (-2.266, 2.018, 5.996)  0.12
H (-1.940, 2.632, 4.383)  0.11
H (-2.165, 1.520, 2.527)  0.07
H (-3.179, 0.129, 2.257)  0.07
H (-3.899, 1.698, 2.462)  0.07
H (-1.749, -0.268, 5.708)  0.09
H (-1.915, -1.018, 4.137)  0.05
H (-0.844, 0.377, 4.306)  0.08
H (-5.810, 2.391, 3.453)  0.07
H (-7.288, 1.638, 3.981)  0.08
H (-6.197, 0.655, 3.249)  0.07
H (-4.384, -1.432, 5.402)  0.11
C (-1.153, -1.269, -0.677)  -0.02
C (-0.098, -0.234, -1.018)  -0.46
C (0.221, 0.703, 0.192)  -0.11
C (1.033, -0.031, 1.222)  -0.21
C (2.348, -0.484, 0.640)  -0.14
C (2.091, -1.471, -0.551)  -0.41
N (1.160, -0.840, -1.537)  -0.09
O (0.969, -1.699, -2.587)  -0.02
C (3.492, -1.738, -1.224)  -0.04
C (1.681, -2.850, 0.070)  -0.01
C (-0.690, 0.641, -2.139)  -0.03
H (-2.085, -0.744, -0.465)  0.07
H (-1.091, -1.718, 0.314)  0.06
H (-1.409, -1.907, -1.524)  0.09
H (0.695, 1.644, -0.086)  0.12
H (-0.754, 0.842, 0.658)  0.10
H (0.525, -0.907, 1.625)  0.10
H (1.235, 0.650, 2.048)  0.10
H (2.822, -0.960, 1.499)  0.11
H (2.877, 0.455, 0.477)  0.11
H (3.945, -0.756, -1.362)  0.06
H (4.157, -2.219, -0.508)  0.07
H (3.494, -2.286, -2.166)  0.08
H (0.704, -2.879, 0.551)  0.05
H (1.433, -3.505, -0.765)  0.06
H (2.432, -3.425, 0.612)  0.07
H (0.052, 1.294, -2.599)  0.07
H (-1.553, 1.257, -1.887)  0.07
H (-1.190, 0.102, -2.943)  0.07
H (1.317, -1.246, -3.358)  0.05
C (-4.598, 4.800, -0.665)  -0.06
C (-3.123, 4.984, -0.463)  -0.51
C (-2.673, 6.086, -1.513)  -0.11
C (-1.215, 6.523, -1.277)  -0.16
C (-1.163, 7.086, 0.166)  -0.13
C (-1.700, 6.163, 1.293)  -0.49
N (-2.966, 5.518, 0.875)  -0.06
O (-3.499, 4.587, 1.875)  -0.03
C (-0.554, 5.124, 1.532)  -0.02
C (-1.864, 7.017, 2.533)  -0.03
C (-2.479, 3.622, -0.826)  -0.03
H (-5.227, 5.621, -0.322)  0.09
H (-4.912, 3.935, -0.082)  0.07
H (-4.968, 4.574, -1.665)  0.08
H (-2.841, 5.520, -2.429)  0.09
H (-3.372, 6.922, -1.487)  0.12
H (-0.924, 7.309, -1.975)  0.11
H (-0.574, 5.647, -1.380)  0.09
H (-1.711, 8.027, 0.220)  0.11
H (-0.112, 7.315, 0.340)  0.12
H (0.402, 5.446, 1.943)  0.06
H (-0.848, 4.312, 2.198)  0.07
H (-0.438, 4.521, 0.631)  0.06
H (-2.468, 7.905, 2.346)  0.08
H (-2.403, 6.431, 3.277)  0.08
H (-0.905, 7.388, 2.893)  0.09
H (-2.945, 3.175, -1.704)  0.07
H (-2.615, 2.929, 0.004)  0.08
H (-1.446, 3.745, -1.153)  0.06
H (-4.259, 5.086, 2.184)  0.10
C (6.481, 1.074, -0.776)  0.01
C (7.450, 0.461, -1.865)  -0.38
C (8.077, 1.567, -2.891)  -0.09
C (9.207, 2.431, -2.255)  -0.14
C (10.315, 1.423, -1.776)  -0.12
C (9.863, 0.362, -0.789)  -0.44
N (8.546, -0.289, -1.228)  0.11
O (8.175, -1.504, -0.628)  0.09
C (10.985, -0.752, -0.634)  0.00
C (9.688, 0.993, 0.543)  -0.03
C (6.597, -0.514, -2.748)  -0.02
H (6.048, 0.340, -0.097)  0.09
H (5.730, 1.620, -1.346)  0.11
H (6.954, 1.805, -0.120)  0.06
H (8.357, 1.061, -3.814)  0.12
H (7.227, 2.175, -3.200)  0.12
H (8.771, 3.036, -1.460)  0.11
H (9.670, 3.200, -2.874)  0.12
H (10.976, 2.126, -1.269)  0.13
H (10.884, 1.015, -2.611)  0.13
H (10.722, -1.517, 0.096)  0.09
H (11.146, -1.324, -1.548)  0.09
H (11.938, -0.314, -0.338)  0.10
H (9.359, 0.213, 1.229)  0.10
H (10.600, 1.379, 1.000)  0.11
H (9.000, 1.838, 0.555)  0.08
H (7.163, -1.202, -3.377)  0.10
H (6.032, -0.020, -3.539)  0.10
H (5.744, -0.971, -2.247)  0.04
H (8.480, -2.159, -1.261)  0.11
C (-2.534, -5.180, 1.637)  -0.01
C (-2.059, -4.709, 3.025)  -0.49
C (-3.061, -3.806, 3.678)  -0.17
C (-4.413, -4.455, 4.152)  -0.14
C (-4.087, -5.574, 5.208)  -0.10
C (-2.997, -6.572, 4.657)  -0.47
N (-1.852, -5.866, 3.940)  -0.12
O (-0.849, -6.658, 3.466)  -0.02
C (-2.337, -7.160, 5.852)  -0.07
C (-3.691, -7.653, 3.797)  -0.02
C (-0.806, -3.797, 2.826)  -0.02
H (-3.489, -5.704, 1.593)  0.08
H (-1.775, -5.901, 1.334)  0.08
H (-2.483, -4.322, 0.967)  0.07
H (-2.625, -3.382, 4.583)  0.11
H (-3.326, -2.941, 3.071)  0.11
H (-5.000, -4.782, 3.294)  0.10
H (-4.959, -3.624, 4.599)  0.09
H (-5.059, -6.052, 5.328)  0.11
H (-3.772, -5.125, 6.150)  0.11
H (-1.632, -6.505, 6.363)  0.09
H (-2.989, -7.582, 6.616)  0.09
H (-1.721, -8.020, 5.587)  0.08
H (-4.483, -7.191, 3.207)  0.07
H (-2.956, -7.934, 3.043)  0.08
H (-4.219, -8.464, 4.298)  0.09
H (-0.666, -3.124, 3.672)  0.06
H (-0.804, -3.111, 1.979)  0.04
H (0.044, -4.466, 2.694)  0.07
H (-0.216, -6.780, 4.177)  0.10
C (2.390, 4.616, 4.577)  -0.02
C (3.618, 4.201, 3.723)  -0.51
C (4.531, 5.351, 3.652)  -0.17
C (5.884, 5.050, 3.029)  -0.14
C (6.522, 3.799, 3.804)  -0.08
C (5.607, 2.553, 3.987)  -0.48
N (4.226, 2.941, 4.253)  -0.12
O (3.350, 1.904, 4.570)  0.01
C (5.607, 1.599, 2.758)  -0.04
C (6.146, 1.693, 5.132)  -0.04
C (3.097, 3.891, 2.350)  -0.04
H (1.649, 3.816, 4.582)  0.08
H (1.911, 5.537, 4.247)  0.08
H (2.586, 4.807, 5.632)  0.09
H (4.128, 6.044, 2.913)  0.13
H (4.717, 5.815, 4.621)  0.13
H (6.546, 5.908, 3.140)  0.11
H (5.724, 4.817, 1.976)  0.10
H (7.102, 4.037, 4.696)  0.11
H (7.266, 3.427, 3.099)  0.09
H (4.961, 0.723, 2.821)  0.07
H (5.393, 2.093, 1.810)  0.05
H (6.595, 1.160, 2.622)  0.07
H (7.100, 1.216, 4.905)  0.08
H (6.266, 2.184, 6.097)  0.09
H (5.484, 0.856, 5.352)  0.06
H (2.297, 3.152, 2.399)  0.08
H (3.885, 3.519, 1.695)  0.07
H (2.632, 4.730, 1.833)  0.08
H (3.383, 1.494, 3.703)  0.07
C (-4.272, 2.549, -4.693)  -0.04
C (-3.972, 2.569, -6.198)  -0.44
C (-4.671, 3.903, -6.632)  -0.12
C (-3.912, 5.189, -6.174)  -0.19
C (-2.423, 5.121, -6.494)  -0.13
C (-1.639, 3.784, -6.187)  -0.43
N (-2.487, 2.602, -6.544)  -0.13
O (-1.874, 1.423, -6.553)  -0.02
C (-0.319, 3.942, -7.031)  -0.02
C (-1.216, 3.783, -4.683)  -0.03
C (-4.663, 1.357, -6.826)  -0.02
H (-5.284, 2.218, -4.458)  0.08
H (-4.019, 3.463, -4.156)  0.05
H (-3.643, 1.864, -4.124)  0.07
H (-4.481, 4.043, -7.696)  0.11
H (-5.752, 3.910, -6.495)  0.12
H (-4.165, 5.376, -5.131)  0.09
H (-4.345, 6.024, -6.725)  0.11
H (-1.955, 5.983, -6.020)  0.12
H (-2.465, 5.340, -7.561)  0.11
H (0.110, 4.934, -6.891)  0.09
H (0.290, 3.046, -6.908)  0.05
H (-0.687, 3.854, -8.053)  0.08
H (-1.060, 2.773, -4.303)  0.06
H (-0.394, 4.446, -4.410)  0.08
H (-2.004, 4.190, -4.049)  0.04
H (-4.216, 0.415, -6.508)  0.07
H (-4.828, 1.497, -7.894)  0.09
H (-5.685, 1.366, -6.447)  0.08
H (-1.770, 1.373, -7.506)  0.13
C (4.069, -5.258, 2.509)  -0.20
C (3.277, -6.430, 1.889)  -0.20
O (3.664, -7.591, 2.619)  -0.07
O (5.490, -5.383, 2.198)  -0.09
H (3.906, -5.238, 3.587)  0.11
H (3.855, -4.263, 2.120)  0.09
H (3.465, -6.737, 0.860)  0.11
H (2.215, -6.288, 2.092)  0.12
H (4.624, -7.597, 2.639)  0.08
H (5.905, -4.543, 2.406)  0.07
C (1.234, 0.142, -5.567)  -0.21
C (2.275, 0.765, -6.508)  -0.22
O (2.355, -0.042, -7.666)  -0.06
O (1.663, -1.156, -5.161)  -0.07
H (0.260, 0.159, -6.057)  0.11
H (1.091, 0.743, -4.669)  0.11
H (3.285, 0.681, -6.108)  0.12
H (2.035, 1.776, -6.836)  0.11
H (2.937, -0.762, -7.410)  0.08
H (1.544, -1.726, -5.925)  0.10
C (2.043, -1.494, 5.210)  -0.17
C (3.406, -2.232, 4.895)  -0.23
O (4.403, -1.402, 4.369)  -0.08
O (2.237, -0.565, 6.311)  -0.08
H (1.122, -2.043, 5.404)  0.11
H (1.778, -0.859, 4.364)  0.09
H (3.237, -2.970, 4.111)  0.08
H (3.796, -2.751, 5.770)  0.12
H (5.232, -1.870, 4.490)  0.09
H (2.696, 0.200, 5.955)  0.04
C (6.218, -3.805, -1.408)  -0.20
C (5.563, -5.185, -1.373)  -0.23
O (5.591, -5.920, -2.611)  -0.05
O (7.523, -3.915, -2.065)  -0.08
H (6.453, -3.304, -0.468)  0.12
H (5.518, -3.278, -2.056)  0.09
H (4.548, -5.164, -0.978)  0.10
H (6.071, -5.716, -0.568)  0.12
H (5.407, -6.838, -2.399)  0.09
H (7.249, -4.450, -2.814)  0.07
C (0.456, -5.624, -2.895)  -0.20
C (1.942, -5.890, -3.036)  -0.25
O (2.378, -6.652, -1.927)  -0.07
O (-0.330, -6.870, -2.967)  -0.06
H (0.220, -4.919, -3.692)  0.11
H (0.257, -5.099, -1.961)  0.10
H (2.506, -4.958, -2.989)  0.10
H (2.179, -6.313, -4.012)  0.13
H (3.326, -6.778, -2.013)  0.04
H (-0.138, -7.342, -2.153)  0.07
C (-2.070, -2.002, -4.742)  -0.28
C (-2.136, -2.841, -6.066)  -0.24
O (-1.431, -4.059, -6.043)  -0.06
O (-2.730, -0.826, -4.917)  -0.06
H (-1.020, -1.834, -4.503)  0.10
H (-2.509, -2.643, -3.977)  0.12
H (-1.698, -2.207, -6.836)  0.11
H (-3.177, -3.052, -6.311)  0.12
H (-1.992, -4.651, -5.536)  0.09
H (-2.095, -0.197, -5.266)  0.05

Calculated values
⟨S²⟩: 0.7547
Orbital gap (alpha / beta) (eV): 6.59 / 2.62
Total energy (eV): -143002.7212
Multiplicity: 2
Charge: +1
Lowest unoccupied orbital energy (alpha / beta) (eV): -2.2 / -6.2
HOMO (alpha / beta) (eV): -8.8 / -8.8

***

2.
ORCA calculation (the ωB97M-V functional and the def2-TZVPD basis) on a structure of composition C43H60FN8O4PRbSe2Si.

Each line ends with the Löwdin charge.
Atoms and positions in Å:
Rb (-0.193, 1.147, 0.099)  0.81
C (-2.627, 1.719, -7.030)  -0.10
O (-1.345, 1.154, -7.202)  -0.09
C (-0.721, 0.686, -6.077)  -0.29
C (0.579, 0.180, -6.291)  -0.04
C (1.273, -0.274, -5.204)  -0.05
C (0.753, -0.277, -3.891)  -0.10
C (1.596, -0.700, -2.789)  -0.41
C (3.010, -1.179, -3.105)  -0.03
O (1.255, -0.670, -1.604)  -0.09
C (-0.589, 0.199, -3.683)  -0.36
O (-1.167, 0.207, -2.558)  -0.29
C (-1.287, 0.698, -4.834)  0.04
H (-2.947, 2.047, -8.017)  0.09
H (-2.595, 2.576, -6.351)  0.10
H (-3.338, 0.984, -6.641)  0.09
H (0.994, 0.189, -7.288)  0.10
H (2.278, -0.642, -5.365)  0.10
H (3.571, -0.426, -3.657)  0.08
H (2.995, -2.090, -3.709)  0.08
H (3.518, -1.368, -2.165)  0.06
H (-2.283, 1.081, -4.659)  0.07
Se (-3.477, 0.789, -1.971)  0.74
Se (-5.592, 1.080, -1.012)  0.64
C (-5.112, 1.188, 0.852)  -0.67
C (-6.140, 0.987, 1.774)  -0.14
C (-5.841, 1.097, 3.118)  -0.09
C (-4.535, 1.390, 3.490)  -0.07
C (-3.586, 1.557, 2.495)  -0.12
N (-3.867, 1.459, 1.191)  0.05
C (-2.913, 2.702, -2.042)  -0.56
C (-3.866, 3.705, -2.169)  -0.13
C (-3.423, 5.016, -2.194)  -0.07
C (-2.063, 5.277, -2.101)  -0.05
C (-1.201, 4.200, -1.995)  -0.13
N (-1.620, 2.934, -1.973)  0.03
H (-7.141, 0.749, 1.439)  0.09
H (-6.615, 0.949, 3.861)  0.10
H (-4.244, 1.482, 4.527)  0.10
H (-2.549, 1.756, 2.742)  0.09
H (-4.919, 3.474, -2.223)  0.05
H (-4.139, 5.825, -2.277)  0.10
H (-1.670, 6.284, -2.084)  0.11
H (-0.130, 4.332, -1.878)  0.10
C (3.259, 1.961, -1.642)  -0.17
Si (3.062, 3.669, -0.893)  0.35
C (3.284, 4.868, -2.350)  -0.18
C (4.546, 3.931, 0.263)  -0.18
N (1.552, 3.774, -0.129)  -0.10
C (1.076, 4.878, 0.462)  -0.37
C (1.721, 6.141, 0.582)  -0.06
C (1.139, 7.241, 1.191)  -0.14
C (-0.136, 7.182, 1.733)  -0.15
C (-0.822, 5.969, 1.644)  -0.05
C (-0.227, 4.896, 1.040)  -0.24
F (-0.954, 3.739, 0.968)  -0.06
H (4.246, 1.841, -2.097)  0.03
H (2.504, 1.811, -2.418)  0.03
H (3.126, 1.167, -0.903)  0.02
H (4.245, 4.711, -2.849)  0.02
H (3.237, 5.912, -2.037)  0.01
H (2.496, 4.711, -3.091)  0.02
H (5.482, 3.703, -0.257)  0.01
H (4.474, 3.277, 1.134)  0.02
H (4.610, 4.957, 0.630)  0.01
H (2.719, 6.250, 0.175)  0.07
H (1.705, 8.166, 1.237)  0.09
H (-0.590, 8.041, 2.209)  0.08
H (-1.824, 5.843, 2.036)  0.11
O (-0.423, 0.746, 2.709)  -0.25
N (-0.442, -0.478, 2.586)  -0.27
N (0.675, -0.984, 2.095)  -0.13
P (0.489, -2.630, 1.943)  0.75
N (0.409, -3.423, 3.409)  -0.17
C (-0.810, -3.232, 4.246)  -0.19
C (-0.536, -3.595, 5.705)  -0.19
C (0.344, -4.835, 5.769)  -0.19
C (1.723, -4.511, 5.175)  -0.17
C (1.638, -3.329, 4.216)  -0.21
N (-0.802, -3.133, 1.085)  -0.18
C (-1.769, -4.176, 1.441)  -0.21
C (-2.346, -4.810, 0.184)  -0.18
C (-3.104, -3.776, -0.656)  -0.18
C (-2.403, -2.409, -0.617)  -0.17
C (-0.938, -2.576, -0.280)  -0.18
N (1.861, -3.091, 1.182)  -0.19
C (2.982, -2.235, 0.787)  -0.18
C (4.304, -2.846, 1.234)  -0.17
C (4.448, -4.278, 0.725)  -0.20
C (3.244, -5.122, 1.131)  -0.18
C (1.953, -4.457, 0.672)  -0.19
H (-1.586, -3.902, 3.878)  0.09
H (-1.177, -2.207, 4.152)  0.10
H (-1.498, -3.758, 6.194)  0.11
H (-0.060, -2.767, 6.235)  0.11
H (-0.134, -5.631, 5.191)  0.11
H (0.438, -5.206, 6.791)  0.10
H (2.128, -5.381, 4.653)  0.10
H (2.431, -4.258, 5.968)  0.11
H (2.497, -3.320, 3.550)  0.09
H (1.654, -2.375, 4.754)  0.12
H (-2.591, -3.744, 2.025)  0.12
H (-1.277, -4.928, 2.061)  0.10
H (-3.001, -5.634, 0.476)  0.11
H (-1.531, -5.252, -0.395)  0.11
H (-4.130, -3.681, -0.293)  0.11
H (-3.176, -4.135, -1.685)  0.11
H (-2.856, -1.753, 0.132)  0.12
H (-2.479, -1.885, -1.568)  0.08
H (-0.385, -1.639, -0.356)  0.06
H (-0.448, -3.244, -1.000)  0.13
H (2.824, -1.241, 1.196)  0.11
H (2.950, -2.136, -0.300)  0.09
H (4.360, -2.832, 2.328)  0.11
H (5.123, -2.222, 0.870)  0.11
H (5.375, -4.730, 1.085)  0.11
H (4.513, -4.261, -0.369)  0.11
H (3.213, -5.237, 2.220)  0.10
H (3.311, -6.126, 0.705)  0.11
H (1.079, -5.024, 1.002)  0.11
H (1.920, -4.423, -0.426)  0.13

Calculated values
Orbital gap (eV): 5.37
Total energy (eV): -216911.3070
Multiplicity: 1
ΔE to the lowest compared entry with this formula, charge and spin (kcal per mole): 0.00
Charge: -1
Lowest unoccupied orbital energy (eV): 1.9
HOMO (eV): -3.5

***

3.
ORCA calculation (the ωB97M-V functional and the def2-TZVPD basis) on a cluster of 2 separate species, C3H5NO in total.

Each line ends with the Löwdin charge.
Atoms and positions in Å:
C (-0.935, -0.007, -0.377)  -0.32
C (2.175, 0.050, 0.514)  0.01
C (-0.580, -1.161, 0.176)  -0.06
N (-0.625, 1.233, 0.151)  0.03
O (2.835, -0.047, -0.400)  0.06
H (-1.567, 0.029, -1.255)  0.10
H (0.039, -1.184, 1.058)  0.02
H (0.091, 1.204, 0.861)  0.04
H (-0.913, -2.102, -0.218)  0.04
H (-0.519, 1.986, -0.511)  0.08

Calculated values
Orbital gap (eV): 9.42
Total energy (eV): -6728.6286
Multiplicity: 1
ΔE to the lowest compared entry with this formula, charge and spin (kcal per mole): 21.77
Charge: 0
Lowest unoccupied orbital energy (eV): 1.1
HOMO (eV): -8.4

***

| no. | molecular weight (g/mol) |
| --- | --- |
| 1 | 1630.5 |
| 2 | 1074.5 |
| 3 | 71.1 |